Density functional theory data (wB97M-V/def2-TZVPD) for a molecular structure, C28H23N5O7SeSiV in a non-equilibrium geometry.

Each line ends with the natural charge from an NBO analysis.
Atoms and positions in Å:
V: -0.003 0.342 0.125  1.03
C: -2.051 -4.011 1.245  -0.26
C: -1.703 -2.927 0.412  0.08
N: -0.681 -2.145 0.646  -0.44
C: 0.076 -2.396 1.741  0.21
C: -0.194 -3.427 2.650  -0.10
C: -1.306 -4.251 2.366  -0.10
C: 0.655 -3.577 3.779  -0.17
C: 1.717 -2.739 3.958  -0.18
C: 1.996 -1.697 3.037  -0.18
C: 1.191 -1.540 1.947  0.10
N: 1.357 -0.592 0.919  -0.43
C: 2.505 -0.441 0.111  0.17
C: 3.796 -0.197 0.485  -0.19
C: 4.799 -0.089 -0.506  -0.18
C: 4.508 -0.216 -1.837  -0.18
C: 3.174 -0.451 -2.253  -0.01
C: 2.750 -0.628 -3.591  -0.09
C: 1.427 -0.846 -3.863  -0.26
C: 0.496 -0.839 -2.809  0.13
N: 0.862 -0.715 -1.555  -0.41
C: 2.185 -0.547 -1.270  0.11
H: -2.901 -4.627 0.992  0.24
H: -2.301 -2.699 -0.464  0.20
H: -1.554 -5.064 3.036  0.23
H: 0.450 -4.364 4.493  0.23
H: 2.363 -2.858 4.816  0.24
H: 2.839 -1.043 3.204  0.23
H: 4.060 -0.100 1.529  0.24
H: 5.817 0.097 -0.194  0.24
H: 5.288 -0.140 -2.582  0.23
H: 3.477 -0.585 -4.392  0.24
H: 1.074 -0.977 -4.874  0.25
H: -0.567 -0.897 -3.007  0.23
O: 0.617 3.858 1.891  -0.52
C: 0.303 3.126 0.996  0.78
O: 0.577 1.809 1.068  -0.61
C: -0.406 3.583 -0.228  -0.25
C: -0.852 4.899 -0.289  -0.09
C: -1.540 5.323 -1.407  -0.01
C: -1.794 4.491 -2.485  -0.13
C: -1.357 3.187 -2.395  -0.05
C: -0.645 2.714 -1.289  0.44
O: -0.151 1.476 -1.315  -0.62
N: -1.657 2.292 -3.525  0.54
O: -2.060 1.173 -3.262  -0.40
O: -1.530 2.747 -4.637  -0.33
N: -2.035 6.713 -1.464  0.53
O: -1.771 7.430 -0.525  -0.35
O: -2.648 7.036 -2.458  -0.36
H: -0.658 5.568 0.537  0.29
H: -2.318 4.850 -3.359  0.28
C: -5.005 -0.540 1.869  -1.15
Si: -4.437 0.418 0.397  1.64
C: -4.914 2.200 0.427  -1.15
C: -4.625 -0.415 -1.241  -1.16
Se: -2.085 0.534 0.808  -0.11
H: -6.096 -0.561 1.913  0.27
H: -4.644 -0.070 2.785  0.26
H: -4.642 -1.567 1.837  0.25
H: -6.002 2.301 0.451  0.27
H: -4.542 2.721 -0.455  0.26
H: -4.513 2.684 1.318  0.26
H: -5.634 -0.274 -1.634  0.27
H: -4.442 -1.487 -1.153  0.25
H: -3.922 0.012 -1.958  0.27

Results
Relative energy (zero: lowest compared OMol25 entry of this formula, charge and spin) ... 0.0 kcal/mol
LUMO energy (alpha / beta) ... -4.77 / -4.69 eV
F_max ... 1.2 eV/Å
Total charge ... +1

---

Density functional theory data (wB97M-V/def2-TZVPD) for a molecular structure, C25H15Cl5GeOReTe4.

Each line ends with the natural charge from an NBO analysis.
Atoms and positions in Å:
Re: 1.565 -0.182 -2.518  0.25
Cl: -1.253 -6.369 -0.529  0.08
C: -0.217 -5.027 -0.772  -0.10
C: -0.333 -4.269 -1.933  -0.09
Cl: -1.494 -4.641 -3.134  0.08
C: 0.490 -3.166 -2.082  -0.07
Cl: 0.351 -2.097 -3.456  0.21
C: 1.441 -2.788 -1.143  0.26
O: 2.204 -1.720 -1.335  -0.73
C: 1.544 -3.562 0.019  -0.10
Cl: 2.687 -3.084 1.204  0.06
C: 0.719 -4.666 0.203  -0.05
Cl: 0.830 -5.577 1.648  0.09
Te: 3.453 1.027 -1.119  0.55
Te: 5.138 2.530 -2.713  0.09
Te: 4.604 -0.029 -3.466  0.38
Te: 2.458 0.421 -5.038  -0.04
C: 0.356 0.663 -1.645  -0.42
Ge: -0.516 1.090 0.043  1.53
C: -1.364 -0.567 0.586  -0.38
C: -1.909 -1.411 -0.382  -0.24
C: -2.529 -2.597 -0.017  -0.20
C: -2.603 -2.954 1.324  -0.20
C: -2.073 -2.116 2.297  -0.20
C: -1.461 -0.925 1.930  -0.23
C: 1.122 1.460 1.070  -0.36
C: 1.705 0.521 1.920  -0.24
C: 2.900 0.800 2.575  -0.19
C: 3.541 2.016 2.376  -0.21
C: 2.989 2.954 1.508  -0.21
C: 1.784 2.677 0.861  -0.27
C: -1.659 2.647 -0.164  -0.38
C: -2.392 3.114 0.927  -0.23
C: -3.216 4.221 0.796  -0.19
C: -3.317 4.868 -0.429  -0.19
C: -2.593 4.408 -1.520  -0.20
C: -1.767 3.301 -1.387  -0.23
H: -1.855 -1.142 -1.430  0.21
H: -2.960 -3.240 -0.777  0.22
H: -3.081 -3.883 1.610  0.23
H: -2.135 -2.389 3.343  0.23
H: -1.056 -0.279 2.704  0.21
H: 1.227 -0.442 2.077  0.24
H: 3.330 0.064 3.244  0.23
H: 4.467 2.234 2.891  0.23
H: 3.480 3.906 1.350  0.23
H: 1.347 3.424 0.205  0.24
H: -2.326 2.615 1.889  0.21
H: -3.783 4.577 1.647  0.22
H: -3.963 5.730 -0.534  0.22
H: -2.673 4.910 -2.476  0.22
H: -1.205 2.945 -2.245  0.22

Results
Relative energy (zero: lowest compared OMol25 entry of this formula, charge and spin) ... 0.0 kcal/mol
LUMO energy ... -5.13 eV
F_max ... 0.9 eV/Å
Total charge ... +1

---

Density functional theory data (wB97M-V/def2-TZVPD) for C17H16ClNO in the gas phase.

Each line ends with the natural charge from an NBO analysis.
Atoms and positions in Å:
O: 1.289 1.741 1.533  -0.62
C: 0.741 0.950 0.789  0.63
C: -0.608 1.209 0.234  -0.26
C: -1.042 0.789 -0.959  -0.15
C: -2.335 1.072 -1.560  -0.08
C: -2.577 0.644 -2.868  -0.17
C: -3.787 0.881 -3.490  -0.23
C: -4.783 1.554 -2.801  -0.02
Cl: -6.301 1.855 -3.567  0.01
C: -4.572 1.987 -1.500  -0.23
C: -3.358 1.746 -0.889  -0.17
N: 1.324 -0.211 0.393  -0.61
C: 2.607 -0.639 0.894  -0.22
C: 2.473 -1.736 1.963  -0.45
C: 3.832 -2.150 2.449  0.08
C: 4.474 -3.256 1.909  -0.25
C: 5.741 -3.614 2.335  -0.20
C: 6.383 -2.866 3.307  -0.22
C: 5.752 -1.759 3.849  -0.19
C: 4.485 -1.403 3.421  -0.25
H: -1.204 1.863 0.853  0.22
H: -0.383 0.198 -1.584  0.20
H: -1.802 0.120 -3.408  0.21
H: -3.960 0.548 -4.501  0.23
H: -5.356 2.508 -0.973  0.23
H: -3.208 2.084 0.124  0.22
H: 0.775 -0.888 -0.111  0.39
H: 3.086 0.241 1.326  0.24
H: 3.216 -1.006 0.061  0.19
H: 1.880 -1.342 2.790  0.22
H: 1.948 -2.594 1.536  0.20
H: 3.977 -3.846 1.151  0.21
H: 6.227 -4.479 1.909  0.21
H: 7.371 -3.145 3.641  0.21
H: 6.248 -1.171 4.607  0.21
H: 3.994 -0.539 3.846  0.21

Results
Relative energy (zero: lowest compared OMol25 entry of this formula, charge and spin) ... 0.0 kcal/mol
LUMO energy ... -0.05 eV
SMILES string ... O=C(/C=C/c1ccc(Cl)cc1)NCCc1ccccc1
F_max ... 0.7 eV/Å

---

Density functional theory data (wB97M-V/def2-TZVPD) for C16H17F4NO2S in the gas phase in a non-equilibrium geometry.

Each line ends with the natural charge from an NBO analysis.
Atoms and positions in Å:
N: 1.474 2.681 4.472  -0.86
C: 0.493 1.668 4.841  -0.21
C: 0.571 0.325 4.074  -0.39
C: 0.534 0.446 2.558  -0.41
C: 0.739 -0.959 1.924  -0.39
C: 0.654 -0.893 0.401  0.07
O: -0.710 -0.543 0.097  -0.50
C: -0.962 0.124 -1.089  0.33
C: -2.199 0.772 -1.194  -0.25
C: -2.493 1.554 -2.318  -0.21
C: -1.612 1.583 -3.411  0.14
O: -1.835 2.423 -4.496  -0.50
C: -2.872 1.981 -5.414  1.17
F: -2.840 2.800 -6.504  -0.30
F: -2.593 0.689 -5.820  -0.32
F: -4.120 2.017 -4.838  -0.32
C: -0.405 0.870 -3.325  0.46
F: 0.555 0.932 -4.291  -0.32
C: -0.090 0.149 -2.194  -0.38
C: 1.013 -2.244 -0.157  -0.21
C: 2.296 -2.623 -0.506  -0.28
C: 2.351 -3.949 -1.082  -0.25
C: 1.127 -4.594 -1.131  -0.40
S: -0.139 -3.499 -0.514  0.43
H: 1.300 3.546 4.950  0.37
H: 2.437 2.346 4.610  0.36
H: -0.529 2.046 4.753  0.18
H: 0.641 1.417 5.925  0.16
H: -0.278 -0.307 4.394  0.21
H: 1.543 -0.123 4.377  0.18
H: -0.438 0.884 2.279  0.21
H: 1.300 1.119 2.264  0.21
H: -0.022 -1.627 2.311  0.21
H: 1.710 -1.335 2.259  0.21
H: 1.388 -0.167 0.072  0.20
H: -2.852 0.715 -0.343  0.23
H: -3.399 2.125 -2.336  0.24
H: 0.845 -0.357 -2.228  0.24
H: 3.154 -2.013 -0.366  0.22
H: 3.271 -4.391 -1.404  0.22
H: 0.992 -5.588 -1.600  0.25

Results
LUMO energy ... 0.72 eV
SMILES string ... NCCCC[C@H](Oc1ccc(OC(F)(F)F)c(F)c1)c1cccs1
F_max ... 3.1 eV/Å

---

Density functional theory data (wB97M-V/def2-TZVPD) for 2 unconnected molecules or ions with the total composition C19H28F3I2NO9S in a non-equilibrium geometry.

Each line ends with the natural charge from an NBO analysis.
Atoms and positions in Å:
C: -3.442 3.123 -0.011  -0.69
C: -2.303 1.989 0.061  -0.15
I: -2.274 0.698 1.792  0.26
C: -1.348 1.894 -0.980  -0.24
I: -1.585 3.324 -2.640  0.21
C: -0.097 0.848 -1.009  0.01
S: 1.338 1.492 0.013  1.93
O: 0.919 1.914 1.415  -0.89
O: 2.487 0.538 0.149  -0.86
C: 2.098 3.067 -0.730  0.79
F: 3.080 3.467 0.234  -0.31
F: 1.184 4.136 -0.810  -0.31
F: 2.816 2.823 -1.919  -0.30
O: 0.432 1.147 -2.357  -0.58
C: 1.298 0.064 -2.741  1.00
O: 2.217 0.175 -3.560  -0.52
O: 0.869 -1.032 -1.938  -0.53
C: -0.366 -0.707 -1.198  0.28
C: -0.442 -1.767 -0.023  -0.44
C: 0.500 -1.641 1.238  -0.46
C: 1.914 -2.424 0.985  -0.23
N: 1.609 -3.879 1.096  -0.88
C: -1.781 -1.051 -1.951  -0.43
C: -1.884 -0.610 -3.471  -0.44
C: -1.042 -1.470 -4.536  -0.45
C: -0.849 -0.522 -5.838  -0.07
O: 0.500 0.011 -5.976  -0.56
C: 0.485 1.435 -6.084  0.64
O: 0.182 2.067 -7.127  -0.54
H: -4.205 2.946 0.834  0.23
H: -4.043 3.094 -0.983  0.25
H: -2.965 4.158 0.184  0.25
H: -1.537 -1.798 0.348  0.24
H: -0.273 -2.815 -0.485  0.24
H: 0.009 -2.268 2.080  0.26
H: 0.636 -0.608 1.698  0.22
H: 2.576 -2.122 1.870  0.19
H: 2.432 -2.105 0.022  0.21
H: 1.622 -4.368 0.194  0.36
H: 2.167 -4.351 1.814  0.37
H: -1.834 -2.207 -1.917  0.24
H: -2.686 -0.708 -1.318  0.25
H: -2.994 -0.728 -3.783  0.22
H: -1.647 0.502 -3.680  0.22
H: -0.069 -1.917 -4.149  0.24
H: -1.676 -2.362 -4.916  0.22
H: -1.572 0.383 -5.825  0.18
H: -1.100 -1.075 -6.823  0.20
H: 0.822 2.080 -5.184  0.15
C: 1.965 -0.569 6.716  -0.64
C: 1.899 -0.376 5.214  -0.07
O: 0.811 -1.120 4.646  -0.50
C: -0.449 -0.662 4.549  0.82
C: -0.843 0.550 5.341  -0.75
O: -1.266 -1.273 3.892  -0.60
H: 1.066 -0.194 7.209  0.21
H: 2.830 -0.049 7.133  0.22
H: 2.041 -1.632 6.961  0.22
H: 1.849 0.677 4.929  0.19
H: 2.810 -0.774 4.762  0.20
H: -1.220 0.239 6.316  0.25
H: -1.636 1.072 4.802  0.25
H: -0.038 1.273 5.467  0.23

Results
Relative energy (zero: lowest compared OMol25 entry of this formula, charge and spin) ... 0.0 kcal/mol
LUMO energy ... -0.74 eV
SMILES string ... C/C(I)=C(\I)[C@]1(S(=O)(=O)C(F)(F)F)OC(=O)O[C@]1(CCCN)CCCCOC=O.CCOC(C)=O
F_max ... 7.9 eV/Å

---

Density functional theory data (wB97M-V/def2-TZVPD) for C4H10N2O2 in the gas phase in a non-equilibrium geometry.

Each line ends with the natural charge from an NBO analysis.
Atoms and positions in Å:
C: 0.987 -1.045 -0.628  -0.64
C: 0.296 0.145 -0.023  0.02
C: 1.119 1.412 0.004  -0.61
N: -1.202 0.635 -0.555  -0.53
N: -2.193 -0.202 -1.108  -0.64
C: -0.519 -0.166 1.215  0.80
O: -1.574 -0.692 1.526  -0.54
O: 0.412 -0.199 2.280  -0.77
H: 0.655 -1.140 -1.661  0.24
H: 2.072 -0.965 -0.577  0.23
H: 0.751 -1.990 -0.134  0.23
H: 0.598 2.220 0.509  0.22
H: 2.074 1.247 0.505  0.22
H: 1.317 1.714 -1.024  0.23
H: -1.606 1.456 -0.120  0.38
H: -2.509 -0.886 -0.418  0.35
H: -1.805 -0.723 -1.888  0.34
H: 1.128 -0.822 2.098  0.48

Results
Relative energy (zero: lowest compared OMol25 entry of this formula, charge and spin) ... 112.1 kcal/mol
LUMO energy ... 0.53 eV
SMILES string ... CC(C)(NN)C(=O)O
F_max ... 6.0 eV/Å